C9H12N2O | wB97M-V/def2-TZVPD

Summary:
Relative energy (zero: lowest compared OMol25 entry of this formula, charge and spin) ... 85.95 kcal/mol
Highest occupied orbital energy ... -8.01 eV
Orbital gap ... 0.326 hartree
Maximum force ... 4.2 eV/A
SMILES ... C/C=C(\C)n1cc[nH]c1=O.C#C
Total energy ... -534.77439 a.u.

XYZ file:
```
24
C9H12N2O, DFT wB97M-V/def2-TZVPD
C -1.31 3.59 0.10
C -0.46 2.95 0.67
C 2.73 1.39 -1.15
C 1.75 0.51 -1.33
C 2.19 0.50 0.86
C -2.08 -1.69 -0.69
C 0.53 -1.85 1.27
C -0.75 -0.95 -0.71
C 0.31 -0.96 0.13
N 3.03 1.40 0.20
N 1.43 -0.12 -0.11
O 2.28 0.28 2.05
H -1.95 4.16 -0.42
H 3.32 1.97 -1.84
H 1.50 0.13 -2.22
H 0.22 2.33 1.24
H -2.74 -1.24 0.10
H -2.10 -2.68 -0.26
H -0.39 -2.15 1.68
H 1.12 -2.73 0.89
H 1.17 -1.39 2.00
H -0.80 -0.31 -1.62
H -2.64 -1.90 -1.60
H 3.60 2.17 0.72
```

Atomic charges from the Mulliken analysis, expressed in e, are listed below: -0.4023, -0.5432, -0.4394, -0.6051, 0.2252, -1.3297, -1.3728, -0.2443, 0.8522, -0.1321, 0.1975, -0.6770, 0.4583, 0.4204, 0.5354, 0.4863, 0.3004, 0.3582, 0.4494, 0.2142, 0.3877, 0.2001, 0.3542, 0.3065